[1]
{
  "formula": "C17H20F16NO3",
  "method": "ωB97M-V/def2-TZVPD",
  "symbols": ["C", "C", "C", "N", "C", "C", "O", "C", "C", "H", "H", "H", "H", "H", "H", "H", "H", "H", "H", "H", "H", "C", "C", "C", "F", "F", "F", "F", "O", "C", "C", "F", "F", "F", "F", "H", "H", "H", "H", "C", "C", "C", "F", "F", "F", "F", "O", "C", "C", "F", "F", "F", "F", "H", "H", "H", "H"],
  "positions_angstrom": [[3.479, -2.912, 1.798], [3.368, -1.877, 1.174], [2.722, -0.659, 0.418], [2.508, -0.859, -1.010], [2.065, -2.211, -1.329], [0.733, -2.678, -0.605], [-0.424, -1.895, -0.942], [-1.023, -1.278, 0.193], [-2.076, -2.179, 0.954], [3.985, -3.825, 2.173], [3.474, 0.187, 0.514], [1.792, -0.279, 0.963], [2.882, -3.004, -1.225], [1.817, -2.203, -2.439], [0.871, -2.807, 0.512], [0.525, -3.732, -0.987], [-1.449, -0.287, -0.148], [-0.216, -1.016, 0.933], [-3.140, -1.852, 0.770], [-1.887, -2.018, 2.060], [-1.919, -3.275, 0.779], [5.435, 4.073, -3.193], [6.476, 3.907, -2.068], [7.735, 3.117, -2.428], [7.465, 1.849, -2.781], [8.568, 3.053, -1.354], [5.872, 3.383, -0.981], [6.873, 5.168, -1.708], [4.330, 3.177, -3.192], [4.503, 1.928, -3.809], [4.380, 0.765, -2.822], [5.295, 0.861, -1.830], [4.599, -0.415, -3.450], [5.671, 1.918, -4.496], [3.524, 1.832, -4.736], [4.979, 5.052, -3.033], [5.901, 4.140, -4.179], [8.282, 3.600, -3.243], [3.381, 0.735, -2.368], [-7.089, -0.949, 3.941], [-8.311, -0.541, 3.095], [-8.457, -1.237, 1.742], [-7.421, -0.987, 0.921], [-9.572, -0.792, 1.107], [-8.319, 0.804, 2.949], [-9.420, -0.846, 3.833], [-5.948, -0.096, 3.885], [-5.039, -0.292, 2.837], [-4.954, 0.916, 1.895], [-6.157, 1.201, 1.349], [-4.106, 0.674, 0.870], [-5.336, -1.439, 2.193], [-3.838, -0.496, 3.423], [-7.413, -0.885, 4.981], [-6.819, -1.997, 3.797], [-8.555, -2.320, 1.865], [-4.603, 1.800, 2.431]],
  "lowdin_charge": [0.016, -0.140, -0.355, -0.179, -0.335, -0.241, -0.185, -0.276, -0.082, 0.013, 0.082, 0.075, 0.087, 0.095, 0.101, 0.106, 0.118, 0.091, 0.047, 0.068, 0.075, -0.061, -0.438, -0.306, 0.099, 0.084, 0.138, 0.089, 0.038, -0.501, -0.312, 0.080, 0.088, 0.113, 0.138, 0.144, 0.140, 0.169, 0.131, -0.050, -0.437, -0.302, 0.098, 0.089, 0.129, 0.098, 0.037, -0.512, -0.273, 0.093, 0.101, 0.128, 0.145, 0.147, 0.145, 0.173, 0.176],
  "mol_weight_g_mol": 590.32,
  "e_tot_ha": -2537.96530,
  "total_charge": -1
}

---

[2]
{
  "formula": "C17H20IrNO6S2",
  "method": "ωB97M-V/def2-TZVPD",
  "symbols": ["Ir", "N", "C", "O", "C", "C", "H", "H", "H", "H", "H", "H", "O", "S", "O", "O", "O", "O", "S", "C", "C", "C", "C", "C", "C", "C", "C", "C", "C", "C", "C", "C", "C", "H", "H", "H", "H", "H", "H", "H", "H", "H", "H", "H", "H", "H", "H"],
  "positions_angstrom": [[-0.074, -0.188, 0.059], [3.298, -0.336, 2.508], [2.085, -0.449, 1.962], [1.946, -0.343, 0.727], [0.888, -0.761, 2.785], [-0.337, -0.171, 2.078], [4.079, -0.099, 1.918], [3.428, -0.399, 3.501], [0.999, -0.436, 3.822], [0.819, -1.856, 2.799], [-0.452, 0.884, 2.338], [-1.230, -0.700, 2.416], [-0.659, 1.823, -0.106], [-1.150, 1.328, -1.477], [-2.054, 2.180, -2.169], [-1.794, -0.014, -0.967], [0.081, 0.890, -2.180], [-0.163, -2.278, 0.163], [1.074, -3.162, -0.022], [0.423, -4.735, 0.565], [0.237, -4.607, 2.051], [1.282, -4.908, 2.920], [1.137, -4.714, 4.285], [-0.054, -4.209, 4.790], [-1.098, -3.905, 3.928], [-0.954, -4.102, 2.562], [1.169, -3.446, -1.817], [-0.139, -3.850, -2.421], [-0.379, -5.181, -2.750], [-1.605, -5.564, -3.272], [-2.601, -4.616, -3.461], [-2.366, -3.288, -3.136], [-1.138, -2.900, -2.620], [1.144, -5.510, 0.299], [-0.513, -4.897, 0.031], [2.213, -5.300, 2.525], [1.951, -4.959, 4.954], [-0.169, -4.056, 5.855], [-2.026, -3.508, 4.317], [-1.758, -3.842, 1.885], [1.956, -4.190, -1.958], [1.525, -2.486, -2.197], [0.402, -5.921, -2.607], [-1.781, -6.600, -3.534], [-3.559, -4.913, -3.867], [-3.136, -2.542, -3.279], [-0.972, -1.859, -2.369]],
  "lowdin_charge": [1.285, 0.209, -0.508, -0.114, -0.167, -0.255, 0.126, 0.117, 0.122, 0.099, 0.064, 0.063, -0.430, 0.324, -0.268, -0.467, -0.384, -0.609, 1.033, -0.263, -0.300, -0.052, -0.081, -0.084, -0.070, -0.042, -0.261, -0.288, -0.064, -0.083, -0.080, -0.049, -0.023, 0.110, 0.106, 0.115, 0.104, 0.104, 0.110, 0.125, 0.101, 0.106, 0.112, 0.102, 0.103, 0.115, 0.090],
  "de_lowest_ev": 0.0000,
  "mol_weight_g_mol": 590.70,
  "e_tot_ha": -2066.69234,
  "total_charge": 0
}

---

[3]
{
  "formula": "C17H20N2OS",
  "method": "ωB97M-V/def2-TZVPD",
  "symbols": ["C", "C", "C", "N", "C", "C", "C", "C", "S", "N", "C", "O", "C", "C", "C", "C", "C", "C", "C", "C", "C", "H", "H", "H", "H", "H", "H", "H", "H", "H", "H", "H", "H", "H", "H", "H", "H", "H", "H", "H", "H"],
  "positions_angstrom": [[-6.112, -1.611, -0.067], [-4.794, -1.628, -0.122], [-3.914, -0.699, 0.668], [-3.053, 0.087, -0.199], [-3.663, 1.295, -0.724], [-3.745, 2.364, 0.323], [-4.868, 2.949, 0.696], [-1.781, -0.243, -0.499], [-0.790, 0.778, -1.345], [-1.373, -1.495, -0.103], [-0.094, -2.051, -0.022], [-0.015, -3.262, 0.021], [1.032, -1.135, 0.088], [2.275, -1.556, -0.193], [3.484, -0.767, -0.120], [4.724, -1.410, -0.161], [5.900, -0.692, -0.082], [5.882, 0.693, 0.024], [7.153, 1.478, 0.124], [4.649, 1.339, 0.048], [3.470, 0.628, -0.022], [-6.715, -2.286, -0.649], [-6.643, -0.928, 0.576], [-4.283, -2.317, -0.781], [-4.532, 0.002, 1.236], [-3.304, -1.260, 1.383], [-4.659, 1.043, -1.102], [-3.039, 1.646, -1.552], [-2.799, 2.631, 0.773], [-4.887, 3.722, 1.445], [-5.815, 2.692, 0.251], [-2.089, -2.210, -0.029], [0.827, -0.128, 0.411], [2.394, -2.588, -0.502], [4.757, -2.487, -0.246], [6.847, -1.212, -0.109], [7.346, 1.742, 1.164], [7.082, 2.402, -0.446], [7.998, 0.900, -0.242], [4.619, 2.418, 0.116], [2.530, 1.157, -0.028]],
  "lowdin_charge": [0.020, -0.157, -0.162, -0.127, -0.210, -0.163, 0.011, -0.761, 0.729, 0.098, -0.465, 0.083, -0.075, -0.013, -0.218, -0.028, -0.043, -0.280, -0.053, -0.039, -0.015, 0.056, 0.062, 0.102, 0.121, 0.129, 0.126, 0.062, 0.105, 0.053, 0.058, 0.134, 0.058, 0.124, 0.113, 0.110, 0.085, 0.078, 0.075, 0.113, 0.105],
  "smiles": "C=CCN(CC=C)C(=S)NC(=O)/C=C/c1ccc(C)cc1",
  "de_lowest_ev": 2.6010,
  "mol_weight_g_mol": 300.43,
  "e_tot_ha": -1242.69383,
  "total_charge": 0
}

---

no.,gap between HOMO and LUMO (eV),F_max (eV/A)
1,4.07,2.43
2,8.17,1.10
3,8.13,0.93